(1)
# C22H25N3O3

C22H25N3O3 in the gas phase in a non-equilibrium geometry (wB97M-V/def2-TZVPD, the OMol25 dataset).

HOMO level = -0.2790 Eh
Structure (SMILES) = CCOC(=O)N/N=C/c1cn(CCCOc2ccc(C)cc2)c2ccccc12

```
! RIJCOSX wB97M-V def2-TZVPD def2/J DEFGRID3
* xyz 0 1
C -6.318 -4.532 -0.957
C -6.828 -3.496 0.036
O -6.294 -2.200 -0.234
C -5.044 -1.968 0.240
O -4.393 -2.742 0.884
N -4.672 -0.709 -0.134
N -3.476 -0.194 0.205
C -3.185 0.990 -0.162
C -1.924 1.577 0.175
C -0.914 0.987 0.900
N 0.137 1.835 1.037
C 1.386 1.522 1.674
C 2.468 1.133 0.662
C 2.106 -0.149 -0.096
O 3.097 -0.511 -1.030
C 4.252 -1.100 -0.598
C 5.208 -1.334 -1.588
C 6.407 -1.937 -1.277
C 6.697 -2.327 0.027
C 7.996 -3.001 0.354
C 5.743 -2.093 1.003
C 4.533 -1.486 0.706
C -0.158 3.007 0.385
C 0.590 4.168 0.240
C 0.028 5.209 -0.468
C -1.250 5.104 -1.021
C -1.998 3.956 -0.880
C -1.456 2.888 -0.170
H -6.549 -4.226 -1.974
H -5.242 -4.640 -0.854
H -6.790 -5.490 -0.757
H -7.910 -3.375 -0.040
H -6.555 -3.786 1.055
H -5.339 -0.157 -0.678
H -3.883 1.603 -0.748
H -0.907 0.006 1.332
H 1.215 0.696 2.371
H 1.720 2.394 2.246
H 3.414 0.993 1.187
H 2.601 1.937 -0.064
H 1.906 -0.971 0.604
H 1.207 0.015 -0.697
H 4.981 -1.032 -2.598
H 7.134 -2.110 -2.058
H 7.946 -4.058 0.092
H 8.217 -2.925 1.416
H 8.814 -2.555 -0.209
H 5.941 -2.387 2.024
H 3.823 -1.331 1.505
H 1.579 4.259 0.665
H 0.584 6.125 -0.599
H -1.654 5.942 -1.569
H -2.986 3.887 -1.310
*
```

=====

(2)
# C72H173N7O18

A 18-piece molecular cluster, C72H173N7O18 overall in a non-equilibrium geometry (wB97M-V/def2-TZVPD, the OMol25 dataset).

HOMO level = -0.2858 Eh

```
! RIJCOSX wB97M-V def2-TZVPD def2/J DEFGRID3
* xyz 0 1
C 6.183 1.065 -3.525
O 7.253 2.019 -3.388
H 6.505 0.034 -3.368
H 5.388 1.324 -2.822
H 5.911 1.218 -4.568
H 7.990 1.689 -2.873
C -1.144 4.763 1.402
O -1.062 5.843 0.412
H -0.323 4.057 1.300
H -1.178 5.262 2.382
H -2.140 4.326 1.307
H -0.518 6.541 0.785
C 3.863 4.892 -3.432
O 4.338 5.754 -2.386
H 3.897 3.881 -2.999
H 2.796 5.108 -3.551
H 4.431 4.916 -4.354
H 3.572 6.308 -2.078
C 6.824 2.330 1.943
O 6.427 3.362 2.826
H 7.027 2.715 0.947
H 7.781 1.956 2.336
H 6.192 1.441 2.001
H 5.992 4.047 2.303
C 4.037 5.785 2.970
O 3.394 5.913 1.697
H 3.922 4.790 3.403
H 5.108 6.002 2.820
H 3.661 6.621 3.556
H 3.754 5.220 1.121
C 3.967 -0.252 5.453
O 5.014 0.488 5.970
H 4.323 -1.251 5.139
H 3.086 -0.440 6.070
H 3.687 0.189 4.498
H 5.576 -0.006 6.564
C -0.968 1.260 4.217
O 0.482 0.885 4.104
H -1.094 2.210 3.688
H -1.609 0.480 3.832
H -1.039 1.461 5.290
H 0.945 1.717 3.937
C 2.442 -3.217 -1.696
O 2.539 -3.070 -0.279
H 2.886 -4.169 -1.977
H 1.399 -3.108 -2.004
H 2.988 -2.424 -2.225
H 2.986 -2.240 -0.088
C 1.232 4.414 4.145
O 2.067 3.428 4.783
H 1.536 5.459 4.275
H 1.193 4.322 3.049
H 0.214 4.309 4.551
H 2.737 3.852 5.323
C -3.788 3.622 5.030
C -4.846 2.926 4.235
C -5.108 3.715 2.950
C -6.005 3.063 1.920
C -5.317 1.766 1.623
C -5.164 0.870 2.848
N -4.477 1.582 3.905
O -4.192 0.838 5.052
C -6.556 0.371 3.277
C -4.326 -0.318 2.440
C -6.166 3.017 5.065
H -4.038 4.667 5.216
H -2.824 3.576 4.513
H -3.676 3.159 6.012
H -5.326 4.766 3.167
H -4.134 3.819 2.427
H -6.160 3.702 1.046
H -7.042 2.917 2.255
H -4.333 2.030 1.190
H -5.710 1.190 0.774
H -6.465 -0.368 4.086
H -7.134 1.216 3.626
H -7.040 -0.190 2.479
H -4.468 -1.180 3.095
H -4.605 -0.645 1.436
H -3.275 -0.035 2.446
H -6.024 3.586 5.984
H -6.463 2.024 5.432
H -7.023 3.400 4.517
H -5.068 0.499 5.340
C -1.446 -3.301 2.478
C -1.011 -3.790 3.854
C 0.387 -3.209 4.054
C 0.790 -3.190 5.522
C -0.283 -2.533 6.399
C -1.733 -2.970 6.211
N -1.973 -3.195 4.800
O -3.320 -3.698 4.591
C -1.958 -4.201 7.103
C -2.628 -1.808 6.655
C -0.963 -5.293 3.871
H -0.715 -3.695 1.741
H -1.451 -2.248 2.183
H -2.410 -3.694 2.113
H 1.087 -3.853 3.510
H 0.555 -2.216 3.633
H 1.741 -2.664 5.656
H 1.016 -4.213 5.865
H -0.177 -1.437 6.337
H -0.007 -2.709 7.450
H -1.967 -3.936 8.169
H -2.948 -4.665 6.984
H -1.209 -4.988 6.976
H -2.374 -1.369 7.633
H -2.547 -0.934 6.001
H -3.684 -2.081 6.759
H -0.295 -5.632 3.079
H -1.953 -5.741 3.880
H -0.500 -5.645 4.804
H -3.796 -2.983 4.146
C 0.320 -1.602 -4.579
C -0.401 -0.622 -5.494
C -0.686 0.676 -4.766
C 0.478 1.641 -4.787
C 0.967 1.854 -6.199
C 1.340 0.529 -6.858
N 0.251 -0.388 -6.748
O 0.545 -1.585 -7.417
C 1.633 0.790 -8.334
C 2.616 0.014 -6.226
C -1.769 -1.239 -5.751
H -0.246 -1.841 -3.666
H 1.243 -1.196 -4.155
H 0.482 -2.594 -5.001
H -1.559 1.224 -5.117
H -0.769 0.412 -3.712
H 1.343 1.261 -4.222
H 0.265 2.589 -4.285
H 1.795 2.552 -6.279
H 0.087 2.232 -6.744
H 0.733 1.097 -8.870
H 2.441 1.514 -8.459
H 2.031 -0.106 -8.825
H 3.401 0.771 -6.185
H 2.476 -0.454 -5.254
H 3.039 -0.853 -6.754
H -2.221 -0.612 -6.532
H -2.392 -1.333 -4.870
H -1.682 -2.238 -6.189
H -0.136 -1.682 -8.094
C -2.479 -6.435 -2.952
C -3.943 -6.629 -2.542
C -3.972 -7.517 -1.293
C -3.526 -6.780 -0.057
C -4.454 -5.608 0.157
C -4.479 -4.644 -1.040
N -4.672 -5.418 -2.232
O -5.016 -4.609 -3.405
C -5.639 -3.696 -0.812
C -3.168 -3.808 -1.041
C -4.679 -7.405 -3.609
H -1.964 -5.724 -2.325
H -2.408 -6.169 -4.008
H -2.002 -7.421 -2.936
H -4.956 -7.968 -1.158
H -3.249 -8.318 -1.472
H -2.493 -6.433 -0.138
H -3.552 -7.477 0.785
H -4.161 -5.019 1.036
H -5.495 -5.907 0.331
H -5.596 -2.875 -1.523
H -6.608 -4.201 -0.837
H -5.540 -3.280 0.195
H -3.263 -2.774 -0.720
H -2.359 -4.375 -0.578
H -2.811 -3.742 -2.083
H -5.737 -7.369 -3.326
H -4.333 -8.425 -3.679
H -4.631 -6.823 -4.531
H -5.973 -4.725 -3.473
C 9.654 -3.550 -1.239
C 8.271 -3.369 -0.673
C 7.780 -4.767 -0.254
C 6.492 -4.711 0.540
C 6.526 -3.750 1.723
C 7.201 -2.393 1.445
N 8.274 -2.519 0.494
O 8.984 -1.285 0.309
C 6.134 -1.432 0.900
C 7.709 -1.891 2.782
C 7.285 -2.859 -1.721
H 9.546 -3.992 -2.235
H 10.286 -4.098 -0.549
H 10.155 -2.612 -1.513
H 7.582 -5.302 -1.185
H 8.519 -5.283 0.369
H 6.155 -5.705 0.843
H 5.673 -4.383 -0.119
H 7.087 -4.209 2.538
H 5.482 -3.557 1.965
H 5.382 -2.058 0.409
H 5.568 -0.955 1.709
H 6.547 -0.673 0.246
H 8.271 -0.959 2.670
H 6.871 -1.644 3.434
H 8.363 -2.639 3.231
H 6.236 -2.832 -1.469
H 7.476 -3.326 -2.691
H 7.593 -1.811 -1.880
H 9.843 -1.431 0.726
C 3.387 0.477 -0.191
C 2.489 1.510 0.504
C 2.425 2.758 -0.398
C 1.372 2.778 -1.486
C 0.031 2.238 -1.067
C 0.083 0.939 -0.289
N 1.164 0.949 0.703
O 1.177 -0.199 1.582
C -1.265 0.721 0.382
C 0.385 -0.183 -1.285
C 3.086 1.948 1.826
H 3.423 -0.367 0.509
H 4.365 0.942 -0.338
H 3.024 0.080 -1.136
H 2.205 3.613 0.263
H 3.407 2.857 -0.851
H 1.776 2.156 -2.295
H 1.221 3.783 -1.888
H -0.521 2.053 -1.998
H -0.521 3.024 -0.545
H -1.523 1.400 1.194
H -2.014 0.795 -0.427
H -1.415 -0.311 0.716
H -0.450 -0.537 -1.890
H 1.207 0.044 -1.982
H 0.878 -1.033 -0.792
H 3.386 1.074 2.407
H 2.427 2.585 2.408
H 3.991 2.544 1.665
H 0.724 0.138 2.389
C -6.069 0.909 -4.287
C -5.689 2.037 -3.394
C -4.329 1.727 -2.738
C -3.698 2.902 -2.071
C -3.518 3.944 -3.150
C -4.817 4.384 -3.801
N -5.502 3.203 -4.233
O -6.713 3.571 -4.866
C -5.582 5.267 -2.849
C -4.455 5.178 -5.023
C -6.744 2.216 -2.298
H -5.583 1.018 -5.265
H -5.690 -0.071 -3.967
H -7.144 0.762 -4.415
H -4.531 0.894 -2.057
H -3.660 1.322 -3.509
H -4.340 3.261 -1.266
H -2.724 2.645 -1.662
H -2.853 3.585 -3.949
H -2.950 4.798 -2.757
H -5.049 6.187 -2.614
H -5.757 4.732 -1.915
H -6.562 5.523 -3.256
H -3.936 6.084 -4.681
H -5.300 5.484 -5.628
H -3.706 4.651 -5.620
H -6.895 1.265 -1.778
H -6.429 2.906 -1.513
H -7.660 2.612 -2.738
H -6.712 2.984 -5.634
O 5.169 4.511 0.031
H 6.081 4.382 -0.262
H 4.776 5.130 -0.636
O 2.155 6.963 -1.266
H 1.479 7.447 -1.766
H 1.659 6.390 -0.656
*
```

=====

(3)
# C3H3Cl2F

C3H3Cl2F in the gas phase in a non-equilibrium geometry (wB97M-V/def2-TZVPD, the OMol25 dataset).

HOMO level = -0.3590 Eh
Structure (SMILES) = F/C(Cl)=C/CCl

```
! RIJCOSX wB97M-V def2-TZVPD def2/J DEFGRID3
* xyz 0 1
F 1.475 0.448 -2.098
C 1.136 0.339 -0.785
Cl 2.453 0.409 0.326
C -0.180 0.091 -0.519
C -0.736 -0.382 0.768
Cl -1.871 0.947 1.391
H -0.874 -0.005 -1.301
H -1.361 -1.316 0.615
H -0.042 -0.531 1.603
*
```

=====

(4)
# C2H2F3NO

C2H2F3NO in the gas phase in a non-equilibrium geometry (wB97M-V/def2-TZVPD, the OMol25 dataset).

HOMO level = -0.3917 Eh
Structure (SMILES) = [H]/N=C/OC(F)(F)F

```
! RIJCOSX wB97M-V def2-TZVPD def2/J DEFGRID3
* xyz 0 1
H 2.919 0.477 -0.328
N 2.027 0.882 0.084
C 1.003 0.186 -0.044
O -0.167 0.675 0.431
C -1.395 -0.195 0.208
F -2.501 0.598 0.284
F -1.267 -0.646 -0.991
F -1.427 -1.179 1.023
H 0.807 -0.798 -0.666
*
```

=====

(5)
# HN2O3S

A 2-piece molecular cluster, HN2O3S overall in a non-equilibrium geometry (wB97M-V/def2-TZVPD, the OMol25 dataset).

HOMO level = -0.1070 Eh

```
! RIJCOSX wB97M-V def2-TZVPD def2/J DEFGRID3
* xyz -1 1
N 2.653 0.919 -0.763
N 2.229 0.982 0.261
O -2.610 -1.122 -1.080
O 1.796 1.137 1.289
O -0.375 -0.193 -0.486
S -1.422 -1.217 -0.222
H -2.272 -0.507 1.000
*
```

=====

(6)
# C4H39N2O14

A 15-piece molecular cluster, C4H39N2O14 overall in a non-equilibrium geometry (wB97M-V/def2-TZVPD, the OMol25 dataset).

HOMO level = -0.4779 Eh

```
! RIJCOSX wB97M-V def2-TZVPD def2/J DEFGRID3
* xyz 1 1
C -1.755 1.957 0.873
C -1.981 0.733 0.064
C -0.762 -0.299 0.098
N 1.911 -1.285 -0.813
C 1.102 -0.542 -1.563
N -0.166 -0.149 -1.212
H -0.743 2.177 1.095
H -2.298 2.875 0.574
H -1.987 1.969 2.011
H -2.335 1.070 -0.909
H -2.833 -0.005 0.446
H -1.124 -1.297 0.329
H -0.061 -0.136 0.986
H 2.883 -1.304 -1.072
H 1.727 -1.317 0.166
H 1.318 -0.222 -2.602
H -0.869 -0.050 -1.996
H 1.776 -3.051 -2.249
H 2.334 -3.042 -3.580
O 1.969 -2.506 -2.927
H 3.611 0.623 3.275
H 3.658 0.540 1.873
O 3.500 -0.077 2.677
H 2.388 2.085 1.162
H 2.625 1.582 -0.348
O 3.003 1.615 0.582
H -0.583 -3.437 3.590
H -0.752 -1.909 3.189
O -0.784 -2.862 2.937
H 2.458 -1.432 2.442
H 1.436 -2.552 2.243
O 1.966 -1.957 1.866
H -3.167 -2.042 -3.360
H -3.728 -2.011 -2.014
O -3.649 -1.411 -2.865
H -1.036 -0.142 4.127
H 0.124 0.347 3.235
O -0.559 -0.199 3.281
H 2.244 2.257 -2.877
H 0.882 2.159 -2.377
O 1.656 1.763 -2.289
H 0.572 2.986 0.337
H 1.309 4.367 0.407
O 1.276 3.474 0.845
H -0.856 2.370 -1.827
H -0.948 3.703 -2.463
O -0.380 3.210 -1.795
H -3.077 -3.714 0.463
H -1.678 -3.735 1.220
O -2.094 -3.486 0.416
H -1.820 1.127 -3.776
H -2.561 2.267 -3.225
O -2.070 1.489 -2.939
H 1.080 3.296 2.654
H 1.894 2.618 3.587
O 1.010 2.610 3.323
H -2.084 -4.222 -2.089
H -1.550 -3.342 -1.133
O -1.425 -3.536 -2.070
*
```

=====

Number 1: M 379.46 g mol⁻¹, HOMO-LUMO gap 8.25 eV. Number 2: M 1425.21 g mol⁻¹, HOMO-LUMO gap 7.93 eV. Number 3: M 128.96 g mol⁻¹, HOMO-LUMO gap 10.43 eV. Number 4: M 113.04 g mol⁻¹, HOMO-LUMO gap 11.49 eV. Number 5: M 109.09 g mol⁻¹, HOMO-LUMO gap 6.84 eV. Number 6: M 339.36 g mol⁻¹, HOMO-LUMO gap 10.43 eV.